The following is a DFT calculation (ωB97M-V with the def2-TZVPD basis set) of 2 unconnected molecules or ions with the total composition C32H50F7NO2PSi.

- gap between HOMO and LUMO (eV) = 6.7
- LUMO energy (eV) = 2.1509
- charge = -1
- M (g mol⁻¹) = 672.8

The geometry in XYZ format:
```
94
Properties=species:S:1:pos:R:3:forces:R:3:mulliken_charge:R:1
H -0.3679 2.5959 4.2560 0.01 -0.01 0.03 0.377
H 5.7623 1.6497 1.0327 0.03 -0.02 0.00 0.347
H 6.2355 0.9387 -1.7087 0.00 -0.02 0.00 0.285
H 9.0217 -0.0377 -1.1010 0.02 0.00 0.00 0.334
F -5.3964 1.1299 2.8881 -0.10 -0.29 -0.12 -0.274
H -4.5891 -1.2839 2.3637 0.04 0.10 0.00 0.999
H -1.6672 1.1491 0.1879 0.11 -0.01 -0.06 0.179
H -4.6830 4.7039 -0.2427 0.01 0.06 -0.03 0.445
C -5.0153 -0.7489 1.5144 -0.02 -0.25 0.13 0.240
H -1.8586 5.6905 -0.9993 0.04 0.00 0.11 0.319
C -3.5399 3.9161 2.5058 0.17 -0.07 -0.05 -0.128
C 5.7968 2.1285 0.0526 -0.10 -0.04 -0.03 -1.261
C -1.3790 4.7120 -0.9206 0.07 -0.01 -0.16 -1.251
C 8.0753 -2.3865 0.9185 -0.04 0.00 -0.01 -0.114
F -6.9200 -0.4548 2.9075 0.20 0.16 -0.12 -0.352
C 1.2228 -2.9749 -1.3966 0.15 0.03 0.05 -0.799
F -6.2087 1.1416 -0.0992 -0.49 -0.09 0.65 -0.194
H 10.9525 -1.5717 -1.4114 0.00 0.01 0.00 0.349
C -1.2269 -2.5166 -2.0946 -0.06 0.27 -0.12 -1.676
H 2.0825 -1.4336 -0.2125 0.08 -0.04 0.02 0.121
C 0.2443 -2.0691 -2.1508 0.09 -0.06 -0.16 -0.406
H 5.1732 -2.2217 -1.1807 0.06 0.05 -0.04 0.344
H 4.6114 1.6111 -1.6746 0.08 -0.10 -0.14 0.386
H -4.9311 2.9662 -0.5094 0.01 0.19 0.03 0.040
C 2.4479 -2.2208 -0.8818 -0.06 0.17 0.02 -0.612
C 4.8537 -0.1895 -0.5098 0.13 0.15 0.07 -0.397
C 9.0721 -0.9781 -0.5623 -0.01 0.01 -0.01 -0.039
C -5.5864 -1.7572 0.5029 -0.15 0.06 0.02 -0.892
C -6.8744 1.0135 1.0771 -0.32 0.38 -0.37 0.544
H -0.4901 2.6324 1.8048 0.03 -0.01 0.04 0.361
F -7.1421 2.2675 1.5227 0.07 -0.86 -0.31 -0.292
H -2.4328 -1.2155 1.9276 0.00 0.05 0.04 -0.089
C 3.3011 -1.6029 -1.9959 -0.01 0.05 0.15 -0.649
H 9.0714 -4.2296 1.3855 -0.01 0.00 0.00 0.354
H 3.8831 -0.0106 -0.0370 0.01 -0.06 0.00 0.340
H -1.6347 -2.5636 -3.1085 -0.08 -0.09 0.02 0.362
H -5.6312 -2.7360 0.9781 0.09 0.00 -0.03 0.363
C -4.2752 3.8144 -0.7222 0.10 -0.33 -0.10 -0.983
C 5.3821 1.1409 -1.0566 -0.08 0.10 0.16 -0.475
F -1.4477 0.0347 -2.9030 -0.14 -0.04 0.10 -0.391
H -0.8558 -3.2306 0.6022 -0.08 0.12 -0.01 -0.213
C -1.3275 3.0083 2.3840 -0.15 0.05 0.07 -0.183
N 8.0503 -1.2386 0.2477 0.03 0.03 0.01 -0.236
C -2.4679 3.4792 1.7190 0.00 0.06 0.19 0.568
H -0.4397 4.8229 -0.3760 -0.02 0.00 0.04 0.341
C -6.0217 0.2001 2.1032 -0.07 0.20 0.13 0.464
H 2.8225 -0.6768 -2.3326 -0.01 -0.08 -0.17 0.216
C -1.2560 2.9799 3.7715 -0.13 0.06 -0.12 -0.773
H -3.4282 -3.2866 -1.4768 0.05 -0.07 0.04 0.431
H -1.8286 -3.1159 2.4105 0.00 0.07 -0.14 -0.017
H -1.1282 4.3884 -1.9362 -0.01 0.05 0.02 0.341
P -1.6358 -2.2228 1.2828 0.13 -0.25 0.38 -0.513
H -4.2870 3.9600 -1.8057 -0.04 0.08 0.01 0.360
C -3.3964 -2.4346 -0.7842 -0.19 -0.03 -0.04 0.313
C -4.8513 -1.8552 -0.8338 0.01 -0.05 0.01 -1.119
C 10.1648 -3.0258 -0.0289 0.00 0.00 0.00 -0.136
H -0.4319 -1.6464 1.8435 -0.04 -0.04 0.01 0.091
C -2.1544 -1.5842 -1.2562 0.16 -0.03 -0.05 1.528
H 5.3262 -1.0159 -2.4493 0.05 -0.01 0.00 0.472
H 7.2242 -2.5767 1.5638 0.01 -0.01 0.01 0.370
C -1.9707 1.7070 -0.6982 -0.07 0.14 0.00 -0.507
O -3.0885 -2.8866 0.4940 -0.19 -0.04 0.08 -0.563
C 10.1496 -1.8343 -0.7360 0.00 -0.02 0.00 -0.638
H -4.1888 -0.1665 1.1106 -0.06 0.05 -0.04 -0.825
H 5.5339 -0.5046 0.2839 -0.01 -0.02 -0.04 0.165
H -6.6219 -1.4919 0.2660 0.01 -0.05 0.01 0.461
H 5.1361 2.9961 0.0954 0.01 -0.02 0.01 0.347
C 9.1053 -3.3104 0.8169 0.01 0.00 -0.01 -0.599
H 1.5629 -3.7843 -2.0545 -0.08 -0.08 0.03 0.405
H 0.5553 -2.0181 -3.1997 -0.01 0.10 0.04 0.405
C -2.3350 3.4223 4.5312 -0.01 -0.02 -0.17 -0.367
H -4.3320 4.2133 4.4775 -0.02 0.01 0.03 0.377
H -1.0817 1.8110 -1.3238 0.00 -0.06 -0.06 0.480
H 0.7151 -3.4301 -0.5463 -0.01 0.00 -0.02 0.245
H -5.4363 -2.5495 -1.4449 -0.01 0.08 -0.05 0.316
H 10.9866 -3.7221 -0.1378 0.00 0.00 0.00 0.361
H -4.4472 4.2633 2.0252 -0.03 0.01 0.03 0.226
O -1.5176 -1.1364 -0.1083 0.11 0.23 -0.32 -0.147
H 0.3374 -1.0555 -1.7612 -0.08 -0.02 0.10 0.196
C 4.7382 -1.2944 -1.5699 -0.25 -0.08 0.11 -0.815
H 3.0712 -2.8792 -0.2650 -0.01 -0.07 -0.08 0.499
F -3.4604 -0.7694 -3.0674 0.08 0.10 0.06 -0.404
H -4.9213 -0.9006 -1.3504 0.01 -0.04 0.04 0.376
H 6.8136 2.4973 -0.0883 0.00 0.02 -0.02 0.291
H 3.3204 -2.2960 -2.8436 -0.01 0.05 -0.06 0.447
C -2.5259 -0.3565 -2.1227 0.11 -0.20 0.00 0.226
C -3.4800 3.8871 3.8959 0.15 -0.04 -0.11 -0.626
H -3.7865 0.5769 -0.6794 -0.01 -0.02 -0.12 -1.206
F -8.0597 0.4090 0.8209 0.74 0.44 0.07 -0.270
H -1.3047 -3.5199 -1.6735 0.05 0.00 0.05 0.684
C -3.0460 0.8823 -1.4153 0.03 0.07 0.09 0.312
H -2.2885 3.3842 5.6121 0.00 0.01 0.02 0.367
Si -2.5226 3.4280 -0.1653 -0.19 -0.05 0.16 0.127
H -3.5794 1.4656 -2.1732 0.08 -0.02 -0.04 0.533
```
Positions in Å, forces in eV/Å.

The following is a DFT calculation (ωB97M-V with the def2-TZVPD basis set) of C20H28FN3O2 in the gas phase.

- gap between HOMO and LUMO (eV) = 9.7
- LUMO energy (eV) = 0.6253
- charge = 0
- M (g mol⁻¹) = 361.5

The geometry in XYZ format:
```
54
Properties=species:S:1:pos:R:3:forces:R:3:nbo_charge:R:1
H 3.2381 0.2868 1.8524 -0.06 0.08 0.08 0.225
H 1.2846 -1.0434 0.1596 -0.05 0.01 -0.07 0.233
C 5.4827 -1.8417 -0.3851 0.00 0.05 0.11 0.411
C 0.2632 1.2401 -0.1054 -0.16 -0.15 0.08 -0.129
C -5.8184 -1.3348 1.1744 -0.03 0.27 0.03 -0.402
C -0.3467 0.7373 1.2245 -0.16 -0.25 -0.08 -0.486
C -0.1178 2.7071 -0.2640 0.13 -0.01 -0.16 0.686
C 5.1622 -0.6282 1.6304 -0.04 -0.02 -0.03 -0.182
C 2.2668 3.2794 -0.4914 0.39 -0.34 -0.06 -0.217
C 3.8768 -0.3170 1.2273 -0.07 0.01 0.03 -0.228
H 3.8558 -1.9047 -1.7628 -0.02 -0.03 -0.13 0.228
H -2.8143 -0.9682 -1.4992 0.01 -0.04 0.06 0.210
C -3.8894 0.0025 0.0723 0.19 -0.38 0.19 -0.039
H -6.9574 -1.7746 -2.0689 -0.01 -0.09 -0.01 0.203
H -0.6188 1.5846 1.8562 0.05 -0.01 0.01 0.232
H 0.3913 0.1391 1.7573 -0.10 -0.01 -0.06 0.237
H -7.6974 -1.4039 0.1438 -0.02 0.10 -0.02 0.207
N -2.5940 0.5701 0.4275 -0.35 0.37 -0.13 -0.639
H 2.0171 1.8096 -2.0538 0.06 -0.02 0.03 0.171
H -6.7294 0.0082 -0.2601 -0.10 0.13 -0.02 0.192
C -4.6315 -0.3873 1.3592 -0.09 -0.06 -0.05 -0.407
H 1.8360 -0.6544 -1.4784 -0.04 -0.01 0.08 0.178
H 2.7167 3.3397 0.5069 0.06 0.00 -0.15 0.197
C 4.2022 -1.5373 -0.8089 0.09 -0.05 0.03 -0.293
H 6.9886 -1.6559 1.1175 0.11 -0.04 0.00 0.230
H 2.7711 3.9897 -1.1504 -0.05 -0.06 0.04 0.208
C -4.8940 -1.2508 -1.9018 -0.01 -0.29 0.13 -0.391
H -5.0902 -0.2582 -2.3166 0.01 0.04 -0.08 0.188
H -5.4592 -2.3638 1.1257 -0.02 -0.08 0.05 0.198
H -6.4390 -1.2577 2.0701 0.03 -0.09 0.02 0.210
C 2.4060 1.8597 -1.0201 0.11 0.33 0.10 -0.231
C 3.3857 -0.7677 0.0068 0.21 -0.08 0.02 -0.003
C -3.7252 -1.1534 -0.9236 -0.12 0.21 -0.21 -0.416
H -6.0287 -2.8571 -1.0364 -0.04 -0.07 0.00 0.193
C -1.5905 -0.1215 0.9878 0.36 0.64 0.16 0.679
H -2.4168 1.5448 0.2027 0.07 -0.08 0.04 0.438
C -6.6792 -1.0633 -0.0611 -0.03 -0.37 0.06 -0.405
F 6.2711 -2.5889 -1.1876 -0.07 0.06 0.07 -0.325
H -3.5841 -2.0903 -0.3877 0.08 -0.08 0.00 0.220
C 5.9834 -1.3990 0.8242 0.07 -0.14 -0.21 -0.292
H 0.5793 4.5720 -0.4840 -0.11 -0.15 0.03 0.411
O -1.6219 -1.3016 1.2778 -0.04 -0.53 0.06 -0.645
H 3.4576 1.5674 -1.0295 -0.04 0.05 -0.04 0.225
H -4.6019 -1.8981 -2.7327 -0.01 0.07 -0.06 0.206
H -4.9687 0.5341 1.8407 0.02 0.02 0.04 0.197
C 1.9824 -0.4229 -0.4093 -0.09 0.02 0.09 -0.239
H -4.4320 0.8099 -0.4297 0.06 -0.06 0.01 0.195
H -3.9139 -0.8673 2.0257 0.01 0.08 0.01 0.229
H 5.5312 -0.2724 2.5803 0.03 0.03 0.09 0.217
N 0.8625 3.6036 -0.4311 0.09 0.43 -0.06 -0.595
H -0.2377 0.7212 -0.9476 0.05 0.14 0.09 0.203
O -1.2908 3.0487 -0.2326 -0.34 0.00 0.08 -0.658
N 1.6929 0.9753 -0.1242 0.03 0.14 -0.08 -0.445
C -6.1811 -1.8077 -1.2996 -0.04 0.31 -0.16 -0.390
```
Positions in Å, forces in eV/Å.

The following is a DFT calculation (ωB97M-V with the def2-TZVPD basis set) of C15H15FN4O2 in the gas phase in a non-equilibrium geometry.

- gap between HOMO and LUMO (eV) = 7.5
- LUMO energy (eV) = -0.3945
- charge = 0
- M (g mol⁻¹) = 302.3

The geometry in XYZ format:
```
37
Properties=species:S:1:pos:R:3:forces:R:3:nbo_charge:R:1
H 2.7513 -1.1460 1.0703 -0.03 -0.14 0.11 0.243
C 1.1573 -0.4582 -0.8045 0.02 0.02 -0.58 0.449
C 1.8186 1.7430 -0.8268 -0.20 0.23 -0.28 0.112
H 2.4062 2.5005 -0.3256 0.03 0.15 -0.02 0.197
N 1.0807 -1.5934 -0.0709 0.21 -0.16 0.04 -0.395
H 0.0178 1.1015 -3.5918 -0.04 0.02 0.00 0.250
H -3.0419 1.4671 -1.1251 -0.08 0.02 -0.10 0.230
C -1.8716 0.3108 0.2472 0.13 -0.15 0.19 -0.295
H 1.3301 0.1187 2.3874 -0.01 -0.08 0.03 0.223
N 1.8403 0.5580 -0.2646 0.04 -0.35 0.22 -0.499
H -0.5409 -2.8872 2.0637 -0.07 0.00 -0.04 0.203
N -0.4446 -0.8499 1.8640 -0.06 -0.26 0.29 -0.450
H 1.0408 3.0413 -2.3631 0.02 0.11 -0.06 0.230
H -0.7824 -2.1434 -0.8474 0.09 -0.05 0.05 0.210
C 0.5001 0.9802 -2.6329 0.02 -0.24 0.08 -0.104
C 1.7830 -1.6268 1.1937 0.16 0.10 0.18 -0.241
C -0.9503 0.3173 1.3005 -0.30 0.34 -0.03 0.250
C -0.8306 -2.1342 1.3259 -0.02 0.02 -0.08 -0.239
C 0.5724 -0.3010 -2.0901 0.46 1.11 0.65 -0.094
H -2.2336 -0.6131 -0.1722 0.03 -0.14 -0.04 0.213
C 0.9477 -0.8912 2.2729 0.21 -0.04 0.09 -0.226
O 0.6653 -2.4854 -2.6991 -0.01 -0.03 -0.12 -0.388
F -2.3505 3.8487 -0.3459 0.00 -0.02 0.02 -0.331
H 0.0631 1.6170 2.6892 0.06 -0.02 0.07 0.214
C -0.1171 -2.4045 -0.0290 -0.27 -0.10 -0.01 -0.222
C -0.5845 1.5621 1.8292 -0.04 -0.08 -0.03 -0.253
C -1.9138 2.6940 0.2086 -0.02 -0.17 0.01 0.353
H 1.0236 -1.4133 3.2324 0.08 0.06 -0.02 0.195
H -1.9128 -2.1839 1.2093 0.02 -0.08 0.02 0.218
C -2.3476 1.4868 -0.3001 0.01 0.48 0.05 -0.249
H 1.9287 -2.6778 1.4523 0.02 0.02 -0.01 0.198
H 0.1523 -3.4587 -0.1355 -0.11 0.02 -0.05 0.215
H -0.7496 3.6937 1.6930 0.02 0.12 0.04 0.228
N 0.1713 -1.3904 -2.9139 -0.13 -0.64 -0.32 0.523
C 1.0887 2.0388 -1.9741 0.06 -0.09 0.01 -0.316
O -0.6183 -1.1625 -3.8125 -0.15 -0.03 -0.17 -0.393
C -1.0488 2.7412 1.2854 -0.16 0.08 -0.22 -0.263
```
Positions in Å, forces in eV/Å.

The following is a DFT calculation (ωB97M-V with the def2-TZVPD basis set) of C4H7NO in the gas phase.

- gap between HOMO and LUMO (eV) = 9.0
- LUMO energy (eV) = 0.8005
- charge = 0
- M (g mol⁻¹) = 85.1

The geometry in XYZ format:
```
13
Properties=species:S:1:pos:R:3:forces:R:3:nbo_charge:R:1
C -0.9019 1.2436 -0.8102 0.18 0.19 -0.14 0.447
C 0.0042 1.3363 0.8050 -0.43 -0.20 -0.06 -0.511
H 0.1896 -2.3164 0.9087 0.21 0.05 -0.18 0.207
H -1.2819 -0.4171 0.4295 0.15 0.05 0.01 0.424
H 1.6894 -2.4812 -0.1995 -0.14 -0.10 -0.01 0.222
H 1.2005 -0.2261 -1.1602 -0.02 -0.22 0.27 0.220
N -0.4756 0.0965 0.0715 -0.10 -0.03 0.09 -0.472
C 0.6009 -0.7182 -0.3945 0.05 -0.14 0.10 -0.015
O -2.1031 1.4657 -0.8998 0.39 0.29 0.44 -0.670
H -0.1679 1.4512 -1.5980 0.02 -0.22 0.20 0.144
H 0.9502 1.0892 1.3044 -0.01 0.41 -0.58 0.196
C 0.8319 -1.9097 0.1279 0.05 0.13 -0.09 -0.397
H -0.7236 1.6729 1.5304 -0.35 -0.20 -0.06 0.206
```
Positions in Å, forces in eV/Å.